Formula: C40H45CdN10O3
Source: the OMol25 dataset
Level of theory: ωB97M-V/def2-TZVPD

As for the HOMO energy: -8.90 eV. Its LUMO energy is -7.42 eV. As for the net charge: +1. The energy above the lowest of the compared OMol25 structures with the same formula, charge and spin is 946.3 kJ/mol. The value obtained for the electronic energy is -67798.9132 eV. The calculation puts the max |F| at 5.949 eV Å⁻¹.

Geometry as XYZ:
```
99
Properties=species:S:1:pos:R:3:forces:R:3:mulliken_charge:R:1
Cd -3.57620 -0.56913 -0.64921 1.26 0.44 -0.07 1.468
N 0.51983 0.68329 -0.03198 2.16 -1.57 -0.05 0.961
O 0.88711 0.76989 1.12561 1.26 0.92 1.30 -0.584
O -0.65224 0.44984 -0.18897 -5.92 -0.45 -0.36 -0.611
O 1.25295 0.62878 -0.99744 1.50 0.74 -0.84 -0.609
N 4.57081 3.87900 -2.23642 -0.08 -0.22 1.50 0.081
C 4.31915 4.32954 -3.45673 -0.51 1.40 -2.70 -0.340
C 4.64564 5.72042 -3.56396 -0.79 -3.37 -0.27 -0.526
C 5.13849 6.00197 -2.30415 0.27 1.32 1.38 -0.360
C 5.01500 4.90735 -1.47376 0.80 0.75 0.34 -0.578
H 4.40515 2.94881 -1.87948 -0.06 0.21 -0.25 0.193
H 3.89994 3.64689 -4.18105 0.06 0.16 -0.15 0.392
H 4.48194 6.33957 -4.43359 0.25 -0.06 0.16 0.374
H 5.53560 6.96214 -2.00958 -0.11 -0.03 0.22 0.376
H 5.20373 4.83196 -0.41305 0.15 -0.21 -0.20 0.388
N -0.22658 1.76061 5.76976 -0.67 -2.32 0.66 0.062
C -0.56458 0.84575 6.76485 0.20 0.36 -0.43 -0.594
C -1.03120 1.57426 7.84587 -0.23 0.08 -0.55 -0.301
C -1.08708 2.94230 7.44083 0.44 -0.45 0.47 -0.437
C -0.57920 2.97609 6.17658 0.66 2.02 -0.99 -0.454
H 0.09843 1.50615 4.84796 -0.07 0.16 0.25 0.182
H -0.52405 -0.19220 6.46916 0.18 -0.07 0.67 0.382
H -1.31018 1.28265 8.84764 -0.05 -0.51 -0.28 0.385
H -1.35724 3.75420 8.09979 0.02 0.07 -0.32 0.385
H -0.26280 3.73768 5.47925 -0.48 0.65 0.43 0.397
N 5.03027 0.85887 1.52645 1.69 -0.68 0.05 0.120
C 6.16190 0.23982 0.94671 0.01 1.48 0.23 -0.671
C 7.31001 0.86153 1.48524 -1.90 -2.36 -1.64 -0.183
C 6.83760 1.70533 2.47267 1.75 1.89 1.33 -0.690
C 5.49940 1.71756 2.49203 -2.11 -0.27 -0.43 -0.370
H 4.03865 0.72414 1.38997 0.30 -0.41 -0.32 0.186
H 6.12310 -0.47307 0.13635 -0.34 0.06 0.13 0.389
H 8.29223 0.60501 1.11668 0.07 0.25 0.42 0.414
H 7.43894 2.35831 3.08781 0.05 -0.11 0.07 0.372
H 4.76200 2.24315 3.08058 0.34 0.14 0.11 0.443
N 2.39456 -0.79992 -5.12026 -0.23 0.27 -0.99 0.043
C 1.30565 -0.02042 -5.44563 -0.29 0.18 1.06 -0.649
C 0.44111 -0.74920 -6.22246 0.03 0.34 -0.34 -0.105
C 1.05921 -1.97138 -6.52767 2.59 -0.31 1.26 -0.689
C 2.32713 -1.94434 -5.85199 -2.34 -1.07 -0.73 -0.475
H 3.10238 -0.59570 -4.42935 -0.12 0.19 -0.37 0.213
H 1.17958 0.97964 -5.05781 0.11 -0.16 0.15 0.398
H -0.52088 -0.41024 -6.57756 0.10 0.09 -0.02 0.469
H 0.70533 -2.80940 -7.10980 0.00 0.21 -0.07 0.401
H 3.05822 -2.73839 -5.81461 0.08 0.25 0.16 0.410
N 4.21503 -5.94710 2.47036 -0.96 1.69 -1.03 -0.009
C 3.36276 -5.20109 1.65949 -1.15 -4.51 -0.61 -0.518
C 3.40548 -3.92203 1.93177 0.74 2.40 -0.05 -0.372
C 4.48900 -3.73565 2.83206 -0.02 -1.08 0.98 -0.311
C 4.90036 -5.02401 3.21806 0.92 0.69 -0.64 -0.693
H 4.42504 -6.91103 2.25393 0.18 0.31 0.53 0.239
H 2.71406 -5.76911 1.00916 -0.11 0.19 -0.11 0.377
H 2.79435 -3.17065 1.45390 0.16 0.07 0.09 0.510
H 4.84172 -2.74864 3.09246 0.23 -0.34 0.53 0.411
H 5.72848 -5.42683 3.78229 0.00 0.60 0.30 0.363
N -3.87145 -1.80832 2.42154 -0.58 -1.53 2.43 -0.105
C -5.05147 -1.94604 3.18092 1.39 0.47 -1.42 -0.295
C -5.19158 -2.65577 4.35922 0.29 0.74 -0.76 -0.436
C -4.06173 -3.22144 4.91195 0.01 -0.61 0.53 -0.180
C -2.86593 -3.14480 4.24125 0.12 0.54 -1.40 -0.526
C -2.80582 -2.46635 3.00615 -1.26 0.73 -0.16 -0.345
H -5.93572 -1.42585 2.84344 0.11 0.10 -0.51 0.324
H -6.18123 -2.66941 4.79141 0.13 -0.16 0.28 0.387
H -4.11282 -3.74961 5.85259 -0.04 -0.04 0.09 0.402
H -1.96046 -3.62581 4.58061 -0.03 0.06 0.21 0.412
H -1.84810 -2.41484 2.50963 -0.03 0.09 -0.29 0.455
N -4.72563 2.41943 0.43281 -1.47 2.18 0.79 -0.126
C -5.62451 3.30580 -0.19322 1.63 -1.21 1.14 -0.283
C -6.08483 4.48391 0.38620 0.10 0.26 0.00 -0.428
C -5.71909 4.87333 1.67651 1.09 -1.94 0.40 -0.190
C -4.90500 3.95358 2.37571 0.30 0.60 -1.65 -0.562
C -4.40252 2.81999 1.70292 -0.70 -0.12 -0.52 -0.215
H -5.89392 3.05996 -1.20977 -0.04 -0.08 -0.02 0.364
H -6.67927 5.16229 -0.20781 -0.16 -0.14 -0.15 0.343
H -5.96976 5.81123 2.14971 -0.29 0.04 -0.25 0.407
H -4.44162 4.22094 3.31390 -0.29 -0.18 0.25 0.378
H -3.70936 2.22075 2.27462 0.16 -0.33 -0.27 0.394
N -3.54167 0.72863 -3.74619 0.37 1.27 -2.81 -0.133
C -2.74746 1.82681 -4.12005 -1.57 -1.23 -0.06 -0.378
C -2.84318 2.52687 -5.35096 -0.24 -0.51 0.79 -0.389
C -3.68617 2.07722 -6.33948 0.09 -1.75 0.69 -0.256
C -4.39856 0.88885 -6.04108 -0.10 0.79 -0.43 -0.341
C -4.36421 0.27796 -4.80598 1.94 1.08 1.29 -0.393
H -1.95741 2.16755 -3.46728 -0.27 -0.22 0.62 0.468
H -2.25848 3.41731 -5.52888 0.32 -0.10 0.23 0.377
H -3.62099 2.47357 -7.34200 -0.45 0.22 0.03 0.404
H -5.02654 0.42821 -6.78931 0.01 -0.01 -0.13 0.364
H -4.87977 -0.66888 -4.74202 -0.14 0.05 0.72 0.357
N -2.26675 -3.41299 -1.80501 1.76 -1.78 -0.58 -0.160
C -1.05444 -3.48254 -2.51711 -0.90 0.80 1.20 -0.444
C -0.21854 -4.59037 -2.59607 -1.02 -1.20 1.16 -0.570
C -0.70221 -5.75710 -1.98572 1.25 0.26 -0.65 -0.130
C -1.93042 -5.75839 -1.41543 -0.16 -1.67 0.17 -0.362
C -2.64881 -4.63194 -1.29120 -1.00 2.70 -0.76 -0.275
H -0.67391 -2.57269 -2.95729 -0.38 0.35 0.01 0.510
H 0.77874 -4.63429 -3.00826 -0.15 0.63 -0.36 0.414
H -0.15975 -6.68864 -1.91968 0.40 0.08 -0.41 0.397
H -2.35895 -6.70301 -1.11466 -0.04 0.04 0.39 0.368
H -3.62422 -4.75801 -0.84502 -0.18 0.69 0.20 0.338
```
Forces are in eV/Å.